An isolated molecule of C5H10O. Source: the OMol25 dataset; level of theory: ωB97M-V with the def2-TZVPD basis set.

Geometry (Å):
O -1.926967 0.088277 0.753324
C -1.058732 0.186397 -0.369360
C -0.211909 -1.085166 -0.545852
C 0.971779 -0.873011 0.402236
C 1.283599 0.624592 0.295233
C -0.053294 1.310472 -0.062019
H -2.597039 -0.575316 0.546668
H -1.641446 0.407539 -1.275799
H -0.793166 -1.982712 -0.307336
H 0.108651 -1.172513 -1.591893
H 1.876781 -1.465990 0.203538
H 0.658991 -1.124197 1.420457
H 1.763693 0.977721 1.218289
H 2.012832 0.801286 -0.503267
H -0.464258 1.920387 0.747327
H 0.070479 1.962236 -0.931544

Forces on the atoms, in the same order (eV/Å):
O -0.26 -0.19 0.02
C 0.25 0.07 -0.28
C 0.04 -0.07 -0.05
C 0.26 -0.10 0.14
C 0.26 0.03 0.15
C 0.00 0.06 -0.01
H 0.09 0.09 0.12
H 0.04 -0.04 0.18
H 0.06 0.09 -0.07
H 0.05 0.08 0.15
H -0.43 -0.03 -0.15
H -0.02 0.10 -0.06
H -0.30 0.12 -0.22
H -0.10 -0.08 0.04
H 0.11 -0.09 -0.07
H -0.04 -0.05 0.11

As for the total energy: -271.7468 a.u. The SMILES is OC1CCCC1. The net charge is 0. As for the energy above the lowest of the compared OMol25 structures with the same formula, charge and spin: 0.159 eV. The gap between HOMO and LUMO is 11.2 eV.

Atomic partial charges in e from the natural (NBO) method, atoms 1 to 2:
1. O -0.725
2. C 0.096